# 1
ORCA calculation (wB97M-V/def2-TZVPD) on a 2-piece molecular cluster, C29H35Br2N3O10S overall in a non-equilibrium geometry.

Output
Largest force on an atom in eV Å⁻¹: 2.96
HOMO-LUMO gap in eV: 8.901
HOMO in eV: -8.69
DFT total energy in eV: -206503.33945
SMILES: CC(C)=N[C@@](CC=O)(O[C@@](S)(N=C=O)c1cccnc1)[C@](CCCO)(CC(=O)Br)O[C@](O)(Br)c1ccccc1.COC(=O)OC

```
80
Properties=species:S:1:pos:R:3:forces:R:3:lowdin_charge:R:1
C 2.7853 -1.8212 1.5618 0.7 1.1 0.6 -0.0227
C 1.4472 -1.3810 2.1047 0.0 -0.8 -0.5 -0.3545
C 1.1891 -1.8306 3.5218 -1.0 -0.9 -0.7 -0.0232
N 0.5033 -0.8412 1.4391 0.2 1.8 2.1 0.1580
C 0.5112 0.4330 0.7407 -0.7 -2.8 -0.8 -0.3415
C -0.1405 1.3871 1.7443 0.3 1.2 -0.6 -0.0453
C 0.6475 1.7447 2.9733 -0.2 -0.1 0.5 -0.2276
O 0.2610 1.4332 4.0684 0.0 -0.2 0.3 0.0862
O 1.8431 0.7045 0.2794 -0.4 0.9 0.5 -0.0589
C 2.4799 1.9412 0.1592 1.5 -0.2 -1.6 -0.6743
S 3.2316 1.9301 -1.5706 -0.2 0.3 -0.2 0.8823
N 1.6643 3.1462 0.0635 -0.4 0.1 0.8 0.1425
C 1.6754 3.9815 0.9527 0.4 0.4 0.9 -0.2948
O 1.6948 4.7802 1.8063 -0.3 -0.6 -1.1 0.2123
C 3.6576 2.0786 1.1206 -0.1 -0.1 0.3 -0.1998
C 4.6858 2.9889 0.8951 0.0 0.4 0.1 -0.0506
C 5.7411 3.0387 1.7831 -0.2 -0.3 0.1 -0.0412
C 5.7387 2.1612 2.8609 0.3 0.2 0.2 -0.1367
N 4.7699 1.2931 3.1180 0.0 0.1 -0.3 0.0976
C 3.7660 1.2715 2.2437 -0.4 -0.2 0.0 -0.1000
C -0.4271 0.1382 -0.5177 0.5 0.4 0.3 -0.2923
C -0.3300 1.3084 -1.4933 -0.6 -0.2 -0.6 -0.0875
C -1.4013 1.4393 -2.5937 -0.4 0.3 0.2 -0.1518
C -1.8505 2.8834 -2.7804 0.4 0.0 -0.6 -0.2367
O -0.8574 3.5869 -3.5403 0.0 0.1 0.2 -0.0599
C -1.8536 -0.2069 -0.0740 -0.5 -0.1 -0.1 -0.1189
C -2.8273 0.9072 0.1377 -0.2 0.0 0.1 -0.7703
O -2.6533 2.0679 0.2398 0.1 0.3 -0.1 0.0538
Br -4.6822 0.2415 0.3090 0.1 -0.1 -0.1 0.7468
O 0.1290 -1.1218 -0.9600 0.0 0.4 -0.1 -0.0904
C 0.0980 -1.5554 -2.2558 0.3 -1.3 -0.6 -0.7768
O -1.1433 -1.5676 -2.8385 -0.3 0.6 0.3 -0.0110
Br 0.4665 -3.5579 -1.9965 -0.1 0.1 0.1 0.7440
C 1.2422 -1.0893 -3.1478 0.0 0.1 0.2 -0.2155
C 1.0568 -0.4395 -4.3585 -0.1 -0.1 0.1 -0.0276
C 2.1500 -0.0492 -5.1155 0.3 0.1 -0.3 -0.0633
C 3.4352 -0.3232 -4.6875 0.3 -0.1 0.2 -0.0844
C 3.6331 -0.9932 -3.4873 -0.4 0.0 0.0 -0.0965
C 2.5385 -1.3689 -2.7311 0.4 0.2 0.2 -0.0953
H 2.6869 -2.8284 1.1610 -0.2 0.0 -0.1 0.0953
H 3.5064 -1.8595 2.3811 0.1 -0.2 0.0 0.0825
H 3.1927 -1.1278 0.8311 -0.2 -0.3 -0.4 0.0643
H 1.6213 -2.8121 3.7132 0.3 0.1 0.3 0.0789
H 1.5386 -1.0731 4.2211 0.3 0.0 0.0 0.0853
H 0.1100 -1.9092 3.6483 0.0 0.1 0.1 0.0863
H -1.0832 0.9943 2.1011 0.1 -0.4 0.0 0.1279
H -0.3900 2.3223 1.2356 0.1 0.1 0.0 0.1126
H 1.5541 2.3649 2.9256 0.1 0.0 -0.4 0.1090
H 4.1967 1.0199 -1.3872 -0.1 -0.1 0.3 -0.0998
H 4.6674 3.6600 0.0484 -0.1 0.0 -0.1 0.1028
H 6.5610 3.7295 1.6619 0.0 0.1 -0.1 0.1070
H 6.5748 2.1833 3.5492 0.0 -0.1 0.1 0.1071
H 2.9777 0.5577 2.4378 0.0 -0.1 0.1 0.0916
H 0.6469 1.3156 -1.9691 0.2 0.0 0.2 0.0833
H -0.4387 2.2051 -0.8903 0.3 0.1 0.1 0.0964
H -2.3016 0.8479 -2.4122 0.1 -0.2 0.1 0.1131
H -1.0156 1.1438 -3.5673 0.0 -0.1 0.0 0.0922
H -2.7524 2.9161 -3.3911 -0.2 0.0 0.1 0.1199
H -2.0407 3.3724 -1.8263 -0.1 0.0 0.1 0.1109
H -0.3690 4.1737 -2.9592 0.1 0.0 0.0 0.0795
H -1.8574 -0.7985 0.8445 0.2 0.0 0.1 0.1398
H -2.3109 -0.8664 -0.8104 0.1 0.0 -0.1 0.1142
H -1.1667 -1.0074 -3.6206 0.1 0.0 -0.1 0.0830
H 0.0644 -0.2375 -4.7381 0.0 0.1 -0.1 0.1040
H 2.0343 0.4515 -6.0659 -0.3 0.1 0.0 0.1088
H 4.2973 -0.0371 -5.2732 -0.1 0.1 -0.1 0.1055
H 4.6223 -1.2175 -3.1145 0.1 0.0 -0.1 0.1083
H 2.7226 -1.8771 -1.7959 -0.2 0.0 0.1 0.0928
C -6.7474 -1.5279 2.7327 0.0 0.2 0.1 -0.0694
O -7.3441 -2.4444 1.8123 0.0 0.0 0.0 -0.0006
C -6.8982 -3.6946 1.9216 0.0 0.0 0.0 -0.6245
O -6.0712 -4.0835 2.7033 0.0 0.0 0.0 0.1256
O -7.5270 -4.4409 1.0141 0.0 0.0 0.0 0.0044
C -7.1405 -5.8168 1.0187 0.0 -0.2 -0.1 -0.0405
H -7.1925 -0.5565 2.5369 -0.1 -0.1 -0.1 0.0886
H -6.9603 -1.8174 3.7602 0.1 -0.1 0.0 0.0982
H -5.6738 -1.4680 2.5727 0.0 -0.1 0.1 0.0554
H -7.3663 -6.2763 1.9791 0.1 0.0 0.0 0.0969
H -6.0806 -5.9189 0.7944 0.0 0.0 0.1 0.0977
H -7.7230 -6.3009 0.2405 -0.1 0.1 0.0 0.0922
```
Positions in Å, forces in eV/Å.



# 2
ORCA calculation (wB97M-V/def2-TZVPD) on C29H35BrCl2N7OPS2Ti as an isolated structure in a non-equilibrium geometry.

Output
Multiplicity: 2
Energy above the lowest of the compared OMol25 structures with the same formula, charge and spin in eV: 0.5729
Largest force on an atom in eV Å⁻¹: 2.35
HOMO-LUMO gap (alpha / beta) in eV: 6.094 / 6.125
<S²>: 0.76
HOMO (alpha / beta) in eV: -10.45 / -10.49
Charge: +1
DFT total energy in eV: -192280.63116

```
79
Properties=species:S:1:pos:R:3:forces:R:3:lowdin_spin:R:1
Ti 1.6438 0.6210 -0.2860 -1.1 -0.8 1.9 0.9638
S 2.6516 -0.0553 1.7853 0.0 0.3 -0.3 -0.0086
C 2.0029 1.4577 2.3930 0.0 0.0 0.2 0.0151
S 0.9991 2.3693 1.2972 0.1 -0.2 -0.1 -0.0130
C 2.2098 1.8528 3.6864 -0.2 0.0 -0.3 0.0007
C 1.6032 3.0400 4.1882 -0.1 0.1 0.1 -0.0009
N 1.0950 3.9889 4.5930 0.0 0.0 0.0 -0.0009
C 2.9840 1.0684 4.5834 0.2 -0.1 0.1 -0.0007
N 3.6165 0.4228 5.2948 0.0 -0.1 0.0 -0.0012
Br -0.6517 -2.7523 -6.7505 0.0 0.0 0.0 0.0003
C 0.0026 -1.6089 -5.4057 0.0 0.0 0.0 0.0010
C -0.4808 -1.7246 -4.1089 0.0 0.0 0.0 -0.0001
C 0.0106 -0.8938 -3.1188 0.1 0.0 -0.2 0.0012
C 0.9638 0.0649 -3.4410 -0.2 0.0 0.2 0.0003
C 1.4674 0.1659 -4.7343 -0.1 -0.1 0.0 0.0009
C 0.9797 -0.6756 -5.7203 0.0 0.0 0.0 -0.0002
N 1.4725 0.9048 -2.4080 0.3 0.0 -0.5 0.0143
C 1.7689 2.1126 -2.6795 0.5 0.7 -0.2 0.0048
C 2.7067 2.8573 -1.8017 -0.1 -0.3 -0.5 0.0043
C 3.2439 4.0705 -2.1644 0.1 0.2 0.2 0.0015
C 4.2775 4.5908 -1.3769 -0.2 0.0 -0.2 0.0001
C 4.7290 3.8654 -0.2985 0.0 -0.3 0.2 0.0008
C 4.1236 2.6397 0.0005 0.2 0.3 0.1 0.0006
N 3.1393 2.1620 -0.7357 -0.1 -0.2 -0.4 0.0022
H -1.2344 -2.4634 -3.8760 0.0 0.0 0.0 0.0000
H -0.3390 -0.9682 -2.1007 0.0 0.0 0.0 0.0003
H 2.2643 0.8582 -4.9716 0.0 0.0 0.0 0.0001
H 1.3657 -0.6179 -6.7277 0.0 0.0 0.0 0.0000
H 1.4545 2.5745 -3.6178 0.1 0.0 0.1 0.0008
H 2.8799 4.6006 -3.0334 0.0 0.0 0.0 0.0001
H 4.7187 5.5449 -1.6286 0.0 0.0 0.0 0.0000
H 5.5355 4.2242 0.3239 0.0 0.0 0.0 0.0000
H 4.4125 2.0348 0.8525 0.1 0.1 0.0 0.0000
Cl 2.0987 -2.3933 -0.6992 0.0 0.2 -0.1 0.0052
C 3.8750 -2.3715 -0.8224 0.0 -0.1 0.1 0.0001
Cl 4.4526 -0.8433 -1.4895 -0.1 0.1 0.0 0.0034
H 4.1641 -3.1738 -1.4909 0.0 0.0 0.1 0.0000
H 4.2752 -2.4920 0.1782 0.0 0.0 0.0 0.0000
O -0.1821 -0.1679 -0.0425 0.5 0.2 -0.3 0.0028
P -1.4247 -0.6342 0.7411 0.1 0.0 0.0 0.0007
N -2.5953 0.4728 0.5340 0.1 -0.2 0.2 0.0002
C -2.4435 1.7935 -0.0963 0.1 0.1 -0.1 0.0002
C -3.5940 2.5924 0.5035 0.0 0.0 0.0 0.0000
C -4.6937 1.5453 0.6538 0.0 0.0 0.0 0.0000
C -3.9374 0.3053 1.1259 0.0 -0.1 0.0 0.0001
N -1.1570 -0.8677 2.3350 -0.1 0.0 -0.2 0.0003
C -0.3798 -1.9986 2.8931 0.1 -0.1 0.0 0.0001
C 0.0629 -1.5149 4.2725 0.0 0.0 0.0 -0.0001
C -0.9924 -0.4804 4.6457 0.0 0.1 0.0 0.0000
C -1.2457 0.2321 3.3272 0.0 0.1 -0.1 0.0000
N -1.9841 -2.0403 0.0944 -0.1 0.2 0.1 -0.0005
C -1.3991 -3.3777 0.3001 0.1 -0.1 0.1 0.0000
C -1.7226 -4.1236 -0.9893 0.0 0.0 0.0 0.0000
C -3.0477 -3.4995 -1.4129 0.0 0.0 0.0 0.0000
C -2.8335 -2.0215 -1.1126 0.0 0.1 -0.1 0.0000
H -2.5477 1.7073 -1.1841 0.0 0.0 0.0 0.0000
H -1.4670 2.2174 0.1345 -0.1 0.0 0.0 0.0002
H -3.8846 3.4306 -0.1268 0.0 0.0 0.0 0.0000
H -3.2996 2.9869 1.4779 0.0 0.0 0.0 0.0000
H -5.1622 1.3520 -0.3132 0.0 0.0 0.0 0.0000
H -5.4758 1.8341 1.3524 0.0 0.0 0.0 0.0000
H -4.3993 -0.6255 0.7917 0.0 0.0 0.0 0.0000
H -3.8767 0.2652 2.2157 0.0 0.0 0.0 0.0000
H 0.4810 -2.2302 2.2613 0.0 0.0 0.0 0.0000
H -1.0171 -2.8819 2.9699 0.0 0.0 0.0 0.0000
H 1.0466 -1.0514 4.2074 0.0 0.1 0.0 -0.0001
H 0.1302 -2.3365 4.9828 0.0 0.0 0.0 0.0000
H -0.6595 0.2116 5.4174 0.0 0.0 0.0 0.0000
H -1.9055 -0.9672 4.9939 0.0 0.0 0.0 0.0000
H -0.4845 0.9895 3.1397 0.0 0.0 0.0 -0.0001
H -2.2197 0.7152 3.2799 0.0 0.0 0.0 0.0000
H -1.8616 -3.8638 1.1625 0.0 0.0 -0.1 0.0000
H -0.3246 -3.3209 0.4822 0.0 0.0 0.0 0.0000
H -1.7758 -5.2001 -0.8387 0.0 0.0 0.0 0.0000
H -0.9494 -3.9288 -1.7369 0.0 0.0 0.0 0.0000
H -3.8591 -3.8889 -0.7958 0.0 0.0 0.0 0.0000
H -3.3062 -3.6759 -2.4559 0.0 0.0 0.0 0.0000
H -3.7641 -1.4854 -0.9300 0.0 0.0 0.0 0.0000
H -2.3305 -1.5264 -1.9488 0.0 0.0 0.0 0.0000
```
Positions in Å, forces in eV/Å.



# 3
ORCA calculation (wB97M-V/def2-TZVPD) on C29H35BrClGeN5O5OsSSe as an isolated structure in a non-equilibrium geometry.

Output
Multiplicity: 5
Energy above the lowest of the compared OMol25 structures with the same formula, charge and spin in eV: 0.0000
Largest force on an atom in eV Å⁻¹: 2.57
HOMO-LUMO gap (alpha / beta) in eV: 5.543 / 1.765
<S²>: 6.05
HOMO (alpha / beta) in eV: -11.17 / -11.17
Charge: +2
DFT total energy in eV: -266042.74093

```
80
Properties=species:S:1:pos:R:3:forces:R:3:lowdin_spin:R:1
Os -0.8497 0.4279 0.0875 -0.6 -0.9 0.0 2.4877
N 4.7786 6.0411 -0.6895 -0.2 -1.0 -0.2 0.2932
C 4.1710 4.8463 -0.6593 0.4 0.9 0.1 0.1214
C 3.2104 4.5059 -1.6428 -0.5 -0.3 -0.5 0.1337
C 2.5895 3.2840 -1.6062 0.0 0.4 -0.2 0.0008
C 2.9105 2.3717 -0.5909 0.4 0.5 0.0 0.2172
C 3.8637 2.6903 0.3903 0.4 0.3 0.2 -0.0036
C 4.4765 3.9146 0.3654 0.1 -0.5 0.4 0.1222
S 2.1713 0.7945 -0.5987 -1.7 -1.9 0.5 0.0078
O 3.1501 -0.2116 -0.3633 0.3 0.6 -0.1 0.0314
O 1.2865 0.7261 -1.7403 0.7 0.4 0.1 0.0362
N 1.0555 0.7977 0.6309 0.8 0.5 -0.6 0.1051
C 1.2341 0.6951 2.0019 0.0 -0.1 -0.1 0.0078
N 0.0476 0.5475 2.6096 0.1 0.1 0.1 0.0859
C 0.0747 0.4124 3.9324 0.1 0.0 0.0 0.0049
C 1.2674 0.4346 4.6357 0.0 0.0 0.0 0.0182
C 2.4253 0.6285 3.8997 0.0 0.0 0.1 -0.0025
N 2.4214 0.7698 2.5730 0.0 0.1 0.0 0.0152
H 4.6486 6.6668 -1.4690 -0.1 0.2 -0.1 0.0053
H 5.5308 6.2529 -0.0528 0.1 0.1 0.2 0.0054
H 2.9871 5.2067 -2.4369 0.0 0.0 0.0 0.0038
H 1.8715 3.0071 -2.3655 0.0 0.0 0.0 -0.0026
H 4.1182 1.9616 1.1476 -0.1 -0.1 0.0 -0.0028
H 5.2207 4.1658 1.1102 0.0 0.0 0.0 0.0034
H -0.8787 0.2856 4.4313 0.0 0.0 0.0 0.0002
H 1.2922 0.3163 5.7077 0.0 0.0 0.0 0.0012
H 3.3932 0.6758 4.3831 0.0 0.0 0.0 -0.0004
C -3.3345 1.9735 2.5330 0.0 0.0 0.0 0.0063
Ge -3.7729 3.5730 1.4918 0.0 -0.1 0.0 0.0016
C -3.2255 5.1997 2.4142 0.0 0.0 0.0 -0.0001
C -5.6549 3.5970 1.0085 0.0 0.0 0.0 0.0011
C -2.8376 3.5077 -0.2746 0.0 0.1 0.0 0.0064
Se -1.0113 2.8553 -0.3953 -0.2 0.2 -0.2 0.0379
C -0.2317 3.7504 1.1435 0.0 0.0 0.0 0.0136
H -3.3496 2.2105 3.5968 0.0 0.0 0.0 0.0005
H -2.3446 1.5796 2.2907 0.0 0.0 0.0 0.0056
H -4.0719 1.1915 2.3536 0.0 0.1 0.0 0.0001
H -4.0560 5.5686 3.0154 0.0 0.0 0.0 0.0000
H -2.9560 5.9849 1.7080 0.0 0.0 0.0 0.0000
H -2.3820 5.0217 3.0804 0.0 0.0 0.0 0.0000
H -6.2746 3.6140 1.9046 0.0 0.0 0.0 0.0002
H -5.9157 2.7111 0.4281 0.0 0.0 0.0 0.0000
H -5.8909 4.4812 0.4171 0.0 0.0 0.0 0.0000
H -2.7919 4.5103 -0.7038 0.0 0.0 0.0 -0.0008
H -3.4134 2.8957 -0.9677 0.0 0.0 0.0 0.0000
H -0.6291 3.3354 2.0650 0.0 0.0 0.0 0.0004
H -0.4866 4.8030 1.0464 0.0 0.0 0.1 -0.0003
H 0.8469 3.6188 1.0869 0.0 0.0 0.0 0.0007
C 3.0483 -4.0428 -3.0662 0.0 -0.1 0.1 0.0000
C 1.6941 -4.0479 -3.7026 -0.8 0.1 0.6 0.0001
C 1.5248 -4.2090 -5.0603 -0.4 0.0 -0.3 0.0003
C 0.2487 -4.2185 -5.6224 -0.3 0.1 0.9 0.0002
Cl 0.0679 -4.4209 -7.3125 0.0 -0.1 -0.6 0.0001
C -0.8897 -4.0570 -4.8262 0.6 -0.1 -0.9 0.0001
C -0.7480 -3.8883 -3.4687 0.8 0.0 0.7 0.0008
C 0.5331 -3.8961 -2.9044 -0.1 -0.1 -1.5 0.0008
O 0.7873 -3.7772 -1.5853 0.0 0.1 1.4 0.0000
C -0.2521 -3.5958 -0.6439 0.3 0.0 -0.4 0.0027
C -0.5988 -2.1223 -0.5566 0.0 -0.6 -0.2 0.0209
O -0.8352 -1.4386 -1.5574 0.0 0.5 0.1 0.1173
O -0.6028 -1.5724 0.6119 0.0 0.5 0.3 0.0332
H 3.8261 -4.0145 -3.8254 0.0 0.0 0.0 0.0000
H 3.1898 -4.9401 -2.4604 0.0 0.0 0.0 0.0000
H 3.1683 -3.1866 -2.4021 0.0 0.0 0.0 0.0000
H 2.3870 -4.3316 -5.7017 0.0 0.0 0.0 0.0000
H -1.8675 -4.0619 -5.2863 0.0 0.0 0.0 0.0000
H -1.6234 -3.7331 -2.8577 -0.1 0.0 0.0 0.0002
H 0.1436 -3.9334 0.3105 -0.1 0.0 0.0 0.0012
H -1.1421 -4.1796 -0.8913 0.0 0.0 0.0 0.0005
Br -7.3493 -1.1082 -0.8791 0.0 0.0 0.0 0.0067
C -5.5550 -0.6789 -0.6224 0.0 0.0 0.0 0.0143
C -4.8406 -0.0225 -1.6202 0.0 0.0 0.0 -0.0018
C -3.5201 0.2863 -1.3862 0.0 -0.1 -0.1 0.0140
N -2.8980 -0.0148 -0.2332 0.0 0.2 0.0 0.0047
C -3.5873 -0.6715 0.7139 0.0 -0.1 0.0 0.0142
C -4.9134 -1.0172 0.5623 0.0 0.0 0.0 -0.0024
H -5.3008 0.2345 -2.5625 0.0 0.0 0.0 -0.0003
H -2.9171 0.7657 -2.1465 0.0 0.0 0.0 0.0018
H -3.0433 -0.9209 1.6161 0.0 0.0 0.0 0.0017
H -5.4317 -1.5414 1.3515 0.0 0.0 0.0 -0.0004
```
Positions in Å, forces in eV/Å.